Record 1
DFT (ωB97M-V/def2-TZVPD) results for 12 unconnected molecules or ions with the total composition H23O12 at a distorted geometry.

Last column: Mulliken charge in e.
Cartesian coordinates (Å):
O (1.339, -1.735, 2.192)  -0.66
H (0.713, -2.041, 2.881)  0.30
H (1.472, -0.708, 2.526)  0.32
O (-1.252, -0.734, 4.953)  -0.64
H (-1.789, -1.237, 4.497)  0.27
H (-0.811, -0.102, 4.308)  0.35
O (-0.611, -1.043, -4.060)  -0.58
H (-1.221, -1.175, -3.374)  0.32
O (-3.491, -1.179, -1.945)  -0.72
H (-3.818, -2.064, -2.447)  0.28
H (-2.681, -1.239, -1.290)  0.43
O (-1.483, 1.421, 0.337)  -0.75
H (-2.311, 1.534, 0.484)  0.28
H (-1.719, 0.439, 0.154)  0.45
O (0.278, -1.384, -0.755)  -0.67
H (0.746, -1.530, 0.014)  0.41
H (-0.813, -0.249, -4.311)  0.25
O (3.281, 1.037, 1.186)  -0.67
H (4.018, 1.216, 0.504)  0.30
H (2.496, 0.619, 0.639)  0.37
O (-1.922, -1.014, 0.170)  -0.97
H (-2.014, -1.464, 0.839)  0.06
H (-0.721, -1.336, -0.512)  0.25
O (0.405, 1.244, -1.539)  -0.72
H (-0.469, 1.364, -1.124)  0.47
H (0.704, 0.294, -1.124)  0.29
O (3.025, -1.551, -1.286)  -0.66
H (2.196, -1.110, -1.083)  0.26
H (2.769, -2.170, -1.949)  0.29
O (0.580, 3.827, -1.935)  -0.60
H (1.493, 3.981, -2.012)  0.27
H (0.293, 3.022, -2.252)  0.34
O (0.024, 1.197, 2.671)  -0.66
H (-0.553, 1.274, 1.888)  0.46
H (0.644, 1.978, 2.845)  0.29

Atomic forces in eV per Å
O 0.08 3.68 1.95
H 0.39 0.11 -0.59
H -0.56 -3.66 -1.43
O 5.19 5.02 2.72
H -4.29 -3.91 -3.79
H -0.81 -0.95 0.85
O 2.64 -6.74 0.73
H -1.25 -0.72 1.84
O -0.32 -2.39 -1.56
H 1.92 3.08 2.32
H -1.90 -0.76 -0.57
O 7.17 -1.63 -1.37
H -8.82 2.85 1.85
H 1.38 -1.05 0.32
O -0.38 0.38 -3.32
H 1.13 -0.88 3.11
H -1.42 7.42 -2.57
O -0.59 -0.71 -2.82
H -2.00 -0.62 1.45
H 2.49 1.41 1.43
O 0.81 7.10 -11.32
H -1.63 -7.29 10.80
H 0.42 0.24 0.74
O 1.08 -2.99 1.05
H 0.47 0.09 0.15
H -1.63 2.73 -1.72
O 0.84 0.70 0.69
H -0.26 -0.10 -0.20
H -0.35 -0.69 -0.76
O -1.35 4.04 1.22
H 1.51 -0.47 -0.34
H -0.01 -3.06 -0.87
O 1.60 0.66 1.62
H 0.25 0.72 -0.54
H -1.76 -1.61 -1.07

Properties
E_LUMO, eV: 2.9
Net charge: -1
Largest force on an atom, eV/A: 13.4

Record 2
DFT (ωB97M-V/def2-TZVPD) results for a molecular structure, C21H28Br3FeNO5Se2.

Last column: Löwdin spin population.
Cartesian coordinates (Å):
Fe (1.964, -0.654, -1.217)  4.16
O (-4.179, 3.310, 1.316)  0.00
C (-4.331, 2.266, 2.267)  0.00
C (-3.305, 1.157, 2.008)  0.00
C (-3.641, 0.056, 3.037)  0.00
O (-2.589, -0.800, 3.409)  0.00
C (-1.892, 1.725, 2.188)  0.00
Se (-0.504, 0.638, 1.316)  0.00
C (-3.470, 0.655, 0.572)  0.00
Se (-2.071, -0.625, 0.104)  0.00
H (-4.895, 3.939, 1.432)  0.00
H (-5.341, 1.838, 2.206)  0.00
H (-4.186, 2.649, 3.285)  0.00
H (-4.498, -0.514, 2.652)  0.00
H (-3.960, 0.532, 3.970)  0.00
H (-2.230, -1.203, 2.604)  0.00
H (-1.633, 1.777, 3.246)  0.00
H (-1.849, 2.720, 1.750)  0.00
H (-3.427, 1.488, -0.127)  0.00
H (-4.429, 0.144, 0.456)  0.00
Br (3.965, -1.825, -1.770)  0.18
C (1.755, 0.792, -2.674)  0.15
Br (-0.064, 1.574, -2.684)  0.05
H (1.886, 0.381, -3.671)  0.01
H (2.420, 1.640, -2.519)  0.01
Br (0.446, 5.263, -0.653)  0.00
C (2.025, 4.515, 0.096)  0.00
C (3.001, 5.365, 0.587)  0.00
C (4.143, 4.814, 1.155)  0.00
C (4.291, 3.439, 1.231)  0.00
C (3.304, 2.599, 0.728)  0.00
C (2.162, 3.138, 0.147)  0.00
C (3.495, 1.099, 0.846)  0.02
O (4.444, 0.663, 1.472)  0.02
O (2.596, 0.387, 0.252)  0.13
H (2.868, 6.436, 0.528)  0.00
H (4.912, 5.468, 1.546)  0.00
H (5.163, 2.984, 1.682)  0.00
H (1.385, 2.488, -0.231)  0.00
C (-0.268, -3.793, 0.215)  0.01
C (0.978, -2.921, 0.142)  0.02
C (1.636, -2.761, 1.505)  0.00
O (0.630, -1.656, -0.391)  0.20
H (-0.011, -4.802, 0.547)  0.00
H (-0.743, -3.860, -0.767)  0.00
H (-0.992, -3.370, 0.915)  0.00
H (1.692, -3.420, -0.529)  0.00
H (0.941, -2.274, 2.194)  0.00
H (2.529, -2.139, 1.434)  0.00
H (1.920, -3.733, 1.916)  0.00
C (-0.881, -4.322, -3.949)  0.00
C (-1.428, -3.094, -3.610)  0.00
C (-0.578, -2.070, -3.225)  0.00
N (0.747, -2.204, -3.174)  0.03
C (1.266, -3.383, -3.503)  0.00
C (0.495, -4.470, -3.894)  0.00
H (-1.515, -5.150, -4.242)  0.00
H (-2.497, -2.928, -3.627)  0.00
H (-0.969, -1.103, -2.927)  0.00
H (2.345, -3.456, -3.433)  0.00
H (0.973, -5.409, -4.140)  0.00

Atomic forces in eV per Å
Fe 0.01 0.00 0.09
O -0.03 -0.01 -0.03
C 0.00 0.02 0.01
C 0.00 -0.03 0.00
C 0.01 -0.01 -0.02
O -0.01 -0.02 0.01
C -0.06 -0.01 0.02
Se 0.08 0.01 -0.05
C 0.00 0.08 -0.07
Se -0.13 -0.04 0.08
H 0.02 0.02 0.01
H 0.01 -0.02 0.02
H 0.01 0.01 -0.01
H 0.01 -0.01 0.01
H -0.01 0.02 -0.01
H 0.02 0.03 0.00
H -0.02 -0.02 0.01
H 0.03 0.00 0.02
H 0.02 0.00 0.01
H 0.00 0.00 -0.03
Br 0.27 -0.20 -0.15
C -0.30 0.09 -0.02
Br 0.09 0.01 0.00
H 0.04 0.01 0.01
H 0.02 -0.02 -0.01
Br -0.01 0.00 0.00
C 0.01 0.01 -0.01
C 0.01 0.00 -0.01
C -0.01 0.01 0.01
C -0.02 -0.01 -0.01
C -0.01 0.03 0.05
C -0.02 -0.02 0.05
C 0.14 -0.14 -0.19
O -0.02 0.03 0.06
O -0.14 0.19 0.13
H 0.00 0.00 0.00
H 0.01 0.00 -0.01
H 0.00 0.00 0.00
H -0.01 -0.01 -0.02
C 0.01 -0.03 0.00
C -0.11 0.00 0.03
C -0.01 0.01 0.03
O 0.09 0.04 -0.01
H 0.00 -0.01 0.01
H 0.01 0.00 0.00
H 0.01 0.01 0.00
H 0.02 0.03 -0.01
H 0.00 0.00 0.00
H 0.01 0.00 -0.02
H 0.00 -0.01 0.00
C 0.01 0.02 0.01
C 0.00 -0.01 -0.01
C -0.02 0.07 0.04
N 0.03 -0.06 0.00
C 0.00 -0.02 -0.02
C 0.00 0.01 0.00
H 0.00 0.00 0.00
H 0.00 -0.01 0.00
H 0.01 -0.04 0.00
H 0.00 0.00 0.00
H 0.00 -0.01 0.00

Properties
E_LUMO (spin up / spin down), eV: 2.2 / 2.2
Net charge: -1
<S²>: 8.761
Multiplicity: 6
Largest force on an atom, eV/A: 0.4

Record 3
DFT (ωB97M-V/def2-TZVPD) results for a single C4H4ClF molecule at a distorted geometry.

Last column: Mulliken charge in e.
Cartesian coordinates (Å):
C (-1.757, 0.424, -0.020)  -0.24
C (-0.429, 0.507, 0.004)  -0.11
C (0.443, -0.554, 0.074)  -0.06
C (1.742, -0.254, 0.142)  -0.20
H (-2.404, 1.326, -0.197)  0.32
H (-0.070, 1.593, -0.324)  0.19
H (0.091, -1.661, -0.188)  0.23
H (2.081, 0.701, 0.562)  0.30
F (2.908, -1.021, -0.088)  -0.25
Cl (-2.605, -1.061, 0.034)  -0.18

Atomic forces in eV per Å
C -0.64 1.41 -0.47
C -2.15 4.60 -0.98
C 2.70 -5.00 -1.36
C 2.15 0.00 0.68
H 0.74 -1.20 0.25
H -0.42 -2.45 1.25
H 0.75 2.59 0.64
H -0.17 -0.19 -0.66
F -2.65 0.53 0.44
Cl -0.30 -0.30 0.23

Properties
E_LUMO, eV: 0.6
Largest force on an atom, eV/A: 5.8

Record 4
DFT (ωB97M-V/def2-TZVPD) results for a molecular structure, C69H64GeMoN3O5P2S at a distorted geometry.

Last column: Löwdin spin population.
Cartesian coordinates (Å):
Mo (0.918, -0.714, -0.078)  1.79
C (2.433, 1.984, 3.127)  0.00
N (1.699, 0.795, 3.544)  -0.01
C (0.290, 1.070, 3.783)  0.00
C (2.013, -0.384, 2.867)  0.01
C (1.578, -1.671, 3.523)  0.00
C (1.409, -1.730, 4.899)  0.00
C (1.003, -2.907, 5.510)  0.00
C (0.771, -4.036, 4.743)  0.00
C (0.981, -4.000, 3.373)  0.00
C (1.383, -2.822, 2.754)  0.00
H (2.384, 2.728, 3.922)  0.00
H (2.014, 2.424, 2.217)  0.00
H (3.476, 1.729, 2.941)  0.00
H (-0.204, 0.208, 4.227)  0.00
H (-0.229, 1.343, 2.856)  0.00
H (0.206, 1.909, 4.472)  0.00
H (3.087, -0.411, 2.667)  0.00
H (1.529, -0.414, 1.779)  0.01
H (1.621, -0.852, 5.494)  0.00
H (0.855, -2.937, 6.581)  0.00
H (0.428, -4.950, 5.208)  0.00
H (0.823, -4.906, 2.804)  0.00
C (2.061, -3.698, -1.857)  0.00
N (1.313, -4.589, -1.024)  0.00
C (1.387, -4.385, 0.393)  0.00
P (1.839, -2.696, 0.990)  0.00
C (-0.708, -1.943, 0.599)  0.00
C (-1.327, -2.991, -0.095)  0.03
C (-2.528, -3.547, 0.320)  0.00
C (-3.137, -3.095, 1.480)  0.03
C (-2.540, -2.070, 2.201)  0.00
C (-1.357, -1.508, 1.762)  0.04
C (3.663, -2.728, 1.161)  0.00
C (4.316, -3.610, 2.021)  0.00
C (5.695, -3.571, 2.135)  0.00
C (6.434, -2.657, 1.393)  0.00
C (5.791, -1.767, 0.548)  0.00
C (4.407, -1.793, 0.444)  0.01
C (0.540, -5.644, -1.525)  0.00
C (0.430, -5.898, -2.896)  0.00
C (-0.353, -6.937, -3.371)  0.00
C (-1.055, -7.755, -2.502)  0.00
C (-0.935, -7.530, -1.141)  0.00
C (-0.146, -6.499, -0.655)  0.00
P (1.287, -2.010, -2.162)  0.01
C (2.575, -1.477, -3.361)  0.00
C (3.926, -1.549, -3.014)  0.00
C (4.908, -1.157, -3.908)  0.00
C (4.563, -0.675, -5.162)  0.00
C (3.226, -0.603, -5.517)  0.00
C (2.240, -1.012, -4.630)  0.00
C (-0.233, -2.231, -3.143)  0.01
C (-1.415, -1.607, -2.738)  0.00
C (-2.574, -1.762, -3.477)  0.00
C (-2.573, -2.541, -4.622)  0.00
C (-1.401, -3.158, -5.035)  0.00
C (-0.237, -3.000, -4.303)  0.00
H (2.286, -4.143, -2.821)  0.00
H (3.021, -3.486, -1.375)  0.00
H (2.102, -5.077, 0.863)  0.00
H (0.400, -4.533, 0.834)  0.00
H (-0.877, -3.398, -0.988)  0.00
H (-2.988, -4.327, -0.274)  0.00
H (-4.063, -3.538, 1.823)  0.00
H (-3.010, -1.685, 3.096)  0.00
H (-0.933, -0.700, 2.346)  0.00
H (3.747, -4.319, 2.612)  0.00
H (6.199, -4.254, 2.805)  0.00
H (7.512, -2.629, 1.489)  0.00
H (6.359, -1.048, -0.028)  0.00
H (3.895, -1.074, -0.185)  0.00
H (0.953, -5.300, -3.625)  0.00
H (-0.411, -7.102, -4.439)  0.00
H (-1.675, -8.558, -2.876)  0.00
H (-1.454, -8.166, -0.436)  0.00
H (-0.074, -6.382, 0.417)  0.00
H (4.233, -1.907, -2.040)  0.00
H (5.950, -1.233, -3.624)  0.00
H (5.331, -0.363, -5.857)  0.00
H (2.937, -0.234, -6.493)  0.00
H (1.212, -0.949, -4.933)  0.00
H (-1.447, -0.976, -1.861)  0.00
H (-3.474, -1.252, -3.159)  0.00
H (-3.481, -2.667, -5.196)  0.00
H (-1.389, -3.752, -5.939)  0.00
H (0.681, -3.451, -4.660)  0.00
O (2.710, 0.534, -1.105)  0.03
C (1.947, 1.032, -1.960)  0.01
N (0.704, 0.577, -2.120)  0.01
S (-0.103, 1.426, -3.348)  0.00
O (-0.358, 0.618, -4.501)  0.00
O (-1.216, 2.136, -2.813)  0.00
C (1.283, 2.488, -3.700)  0.00
C (1.422, 3.461, -4.665)  0.00
C (2.660, 4.086, -4.766)  0.00
C (3.710, 3.747, -3.918)  0.00
C (3.556, 2.759, -2.955)  0.00
C (2.328, 2.127, -2.872)  0.00
H (0.594, 3.730, -5.308)  0.00
H (2.809, 4.851, -5.516)  0.00
H (4.656, 4.264, -4.006)  0.00
H (4.353, 2.473, -2.281)  0.00
O (-1.400, 0.995, -0.032)  0.02
C (-0.437, 1.717, 0.167)  0.01
O (0.724, 1.197, 0.521)  0.00
C (-0.442, 3.225, 0.034)  0.00
C (-1.756, 3.928, -0.322)  0.00
Ge (-3.033, 4.185, 1.175)  0.00
C (-4.258, 2.715, 1.618)  0.00
C (-4.821, 2.647, 2.892)  0.00
C (-5.765, 1.676, 3.198)  0.00
C (-6.160, 0.769, 2.226)  0.00
C (-5.615, 0.837, 0.952)  0.00
C (-4.671, 1.805, 0.648)  0.00
C (-4.070, 5.799, 0.734)  0.00
C (-4.158, 6.272, -0.573)  0.00
C (-4.842, 7.446, -0.856)  0.00
C (-5.452, 8.156, 0.167)  0.00
C (-5.382, 7.689, 1.472)  0.00
C (-4.693, 6.519, 1.751)  0.00
C (-1.863, 4.724, 2.676)  0.00
C (-1.149, 5.912, 2.506)  0.00
C (-0.225, 6.333, 3.449)  0.00
C (0.000, 5.569, 4.587)  0.00
C (-0.708, 4.391, 4.775)  0.00
C (-1.631, 3.972, 3.824)  0.00
H (0.325, 3.440, -0.720)  0.00
H (-0.058, 3.619, 0.981)  0.00
H (-2.238, 3.432, -1.154)  0.00
H (-1.491, 4.934, -0.652)  0.00
H (-4.530, 3.371, 3.645)  0.00
H (-6.197, 1.635, 4.190)  0.00
H (-6.899, 0.012, 2.462)  0.00
H (-5.924, 0.128, 0.193)  0.00
H (-4.255, 1.855, -0.350)  0.00
H (-3.686, 5.718, -1.377)  0.00
H (-4.897, 7.808, -1.875)  0.00
H (-5.981, 9.075, -0.051)  0.00
H (-5.859, 8.239, 2.273)  0.00
H (-4.630, 6.162, 2.774)  0.00
H (-1.329, 6.516, 1.622)  0.00
H (0.318, 7.258, 3.301)  0.00
H (0.719, 5.895, 5.327)  0.00
H (-0.545, 3.805, 5.672)  0.00
H (-2.184, 3.052, 3.980)  0.00

Atomic forces in eV per Å
Mo -0.67 1.73 -0.46
C 0.00 0.07 -0.05
N -0.13 0.07 -0.18
C -0.01 0.04 0.03
C 0.14 -0.07 0.07
C -0.10 -0.04 0.06
C 0.12 -0.02 0.00
C -0.06 -0.03 -0.07
C -0.03 -0.01 0.09
C 0.02 -0.07 -0.17
C -0.04 0.30 0.05
H 0.03 -0.02 0.02
H 0.04 -0.02 0.02
H 0.02 0.00 0.06
H 0.01 -0.02 0.01
H -0.03 0.01 0.09
H 0.04 -0.06 -0.03
H -0.03 0.02 -0.14
H 0.23 -0.06 0.54
H -0.08 0.06 -0.04
H 0.02 0.00 0.01
H 0.03 -0.02 -0.01
H -0.02 0.03 0.02
C -0.32 0.03 0.01
N -0.09 0.22 -0.05
C -0.09 0.00 0.06
P 0.60 -1.07 0.69
C -0.25 -0.03 -0.33
C 0.19 -0.04 0.00
C -0.06 -0.03 0.10
C -0.01 -0.02 0.00
C -0.08 0.01 0.01
C 0.33 0.26 0.11
C -0.01 0.38 -0.31
C -0.10 -0.08 -0.03
C 0.01 -0.05 0.01
C -0.01 0.06 -0.02
C 0.04 0.01 0.01
C -0.15 -0.07 0.09
C -0.04 -0.13 -0.02
C 0.08 0.00 -0.08
C -0.02 0.00 0.07
C -0.03 -0.04 0.00
C -0.01 -0.02 -0.04
C -0.01 0.05 0.11
P 0.47 -1.06 -1.19
C 0.05 0.21 0.12
C -0.01 -0.04 0.04
C 0.07 -0.05 0.03
C -0.05 0.04 -0.03
C 0.01 -0.04 -0.05
C 0.03 0.01 0.09
C -0.09 0.08 0.28
C 0.12 0.03 -0.17
C -0.07 0.06 0.02
C 0.02 -0.05 0.06
C 0.02 -0.03 -0.11
C 0.16 0.02 0.02
H 0.05 -0.01 -0.03
H 0.06 -0.01 -0.16
H -0.05 0.02 0.13
H 0.06 -0.05 0.01
H -0.05 -0.02 -0.02
H 0.06 -0.05 0.03
H -0.01 0.04 -0.04
H -0.02 -0.01 0.05
H -0.07 -0.01 -0.06
H 0.02 -0.01 0.01
H -0.02 -0.01 0.00
H 0.00 -0.02 -0.01
H 0.01 0.02 0.03
H 0.10 0.04 0.01
H 0.02 0.03 0.07
H 0.00 0.01 0.00
H 0.01 -0.01 0.00
H 0.00 0.00 0.00
H 0.01 -0.02 -0.02
H -0.01 0.04 -0.06
H -0.01 0.01 0.02
H 0.00 0.00 0.01
H 0.01 -0.01 0.01
H -0.19 0.06 -0.02
H 0.01 0.02 0.08
H 0.00 -0.03 0.00
H 0.01 0.02 -0.01
H 0.01 -0.01 0.01
H -0.01 -0.02 -0.01
O -0.36 -0.40 0.32
C 0.36 0.23 -0.27
N -0.22 -0.03 -0.09
S 0.07 0.13 -0.21
O 0.20 -0.30 0.02
O -0.05 0.22 0.32
C 0.09 -0.35 0.31
C -0.22 0.04 -0.08
C -0.04 0.01 0.01
C 0.08 -0.04 0.08
C -0.07 -0.02 0.00
C 0.11 0.16 -0.01
H 0.05 0.01 -0.05
H -0.02 0.02 0.01
H 0.00 -0.01 -0.04
H 0.05 0.03 -0.04
O 0.17 0.20 -0.07
C -1.33 0.23 -0.05
O 0.42 -0.28 0.08
C 0.06 -0.09 0.18
C 0.02 -0.42 0.36
Ge 0.14 0.31 -0.01
C 0.32 0.30 -0.07
C 0.04 0.03 -0.01
C 0.00 0.03 0.03
C -0.01 -0.07 0.02
C -0.03 -0.09 -0.01
C 0.07 0.02 0.03
C 0.16 -0.24 0.07
C 0.02 -0.06 0.04
C -0.03 0.03 -0.06
C 0.00 0.01 -0.01
C -0.03 0.00 0.06
C 0.02 -0.05 -0.02
C -0.24 -0.19 -0.15
C -0.03 0.01 -0.03
C 0.02 0.00 0.00
C 0.02 0.00 0.00
C 0.01 0.03 0.07
C -0.06 -0.02 -0.07
H 0.03 0.05 0.04
H 0.19 0.01 -0.03
H -0.06 -0.11 -0.20
H -0.11 0.04 0.03
H -0.03 -0.05 0.04
H 0.00 0.00 -0.01
H 0.01 0.02 -0.01
H -0.02 0.02 -0.01
H 0.06 -0.06 -0.04
H -0.01 0.06 -0.04
H -0.01 -0.01 0.00
H 0.00 -0.01 -0.01
H 0.00 0.01 -0.01
H -0.02 0.06 0.02
H 0.03 0.04 0.03
H 0.00 0.00 0.00
H -0.01 0.01 0.01
H -0.03 0.01 0.01
H 0.05 -0.02 0.02

Properties
E_LUMO (spin up / spin down), eV: -4.1 / -3.5
Net charge: +1
<S²>: 2.026
Multiplicity: 3
Largest force on an atom, eV/A: 1.9

Record 5
DFT (ωB97M-V/def2-TZVPD) results for a single CH3BrN2 molecule at a distorted geometry.

Last column: Löwdin spin population.
Cartesian coordinates (Å):
C (0.982, 0.078, -0.032)  0.11
N (-0.392, 0.166, -0.211)  0.76
N (-1.245, -0.641, 0.116)  0.65
Br (-3.115, 0.099, -0.073)  0.43
H (1.564, 0.382, -0.953)  0.01
H (1.103, -0.910, 0.383)  0.02
H (1.103, 0.826, 0.770)  0.02

Atomic forces in eV per Å
C 1.14 1.99 1.22
N -1.70 -1.02 -2.17
N -0.49 0.12 -0.43
Br -0.58 0.17 0.53
H -0.70 -0.74 1.11
H 1.02 -0.32 -0.18
H 1.31 -0.20 -0.08

Properties
E_LUMO (spin up / spin down), eV: -0.1 / -2.3
<S²>: 2.020
Multiplicity: 3
Largest force on an atom, eV/A: 2.9

Record 6
DFT (ωB97M-V/def2-TZVPD) results for a single C3H2F2O molecule at a distorted geometry.

Last column: Mulliken charge in e.
Cartesian coordinates (Å):
C (0.423, 0.481, 0.158)  -0.06
C (1.349, 1.300, 0.585)  -0.03
C (2.117, 2.321, 0.742)  0.31
O (-0.854, 0.514, 0.619)  -0.44
F (3.004, 2.545, 1.706)  -0.21
F (1.958, 3.464, 0.048)  -0.20
H (0.713, -0.292, -0.552)  0.28
H (-1.245, -0.352, 0.423)  0.36

Atomic forces in eV per Å
C 0.60 -0.01 0.19
C -0.10 0.00 -0.08
C -0.55 1.20 0.38
O 0.15 -0.74 -0.26
F 0.00 -0.35 -0.36
F 0.42 -0.49 0.06
H -0.41 -0.05 -0.02
H -0.11 0.44 0.08

Properties
E_LUMO, eV: 0.4
Largest force on an atom, eV/A: 1.4

Table of energy relative to the best compared isomer or geometry (same formula, charge and spin) (kJ/mol), in record order: 539.9 0.0 87.0 0.0 53.5 156.7
Table of calculated total energy (eV), in record order: -24942.4127 -409170.1086 -19450.5557 -175078.8944 -74103.3780 -10623.3521